Computed, not measured: C5H12MgO3Tl as an isolated structure at a distorted geometry, with the ωB97M-V functional and the def2-TZVPD basis.

Calculated values
Energy above the lowest of the compared OMol25 structures with the same formula, charge and spin = 0.0000 eV
Energy = -795.71489 hartree
Multiplicity = 1
Highest occupied orbital energy = -0.3971 hartree
Net charge = +1
LUMO energy = -4.55 eV
Maximum force = 7.6 eV/Å

The geometry in XYZ format:
```
22
Properties=species:S:1:pos:R:3:forces:R:3:lowdin_charge:R:1
O -2.1283 1.6704 -0.2756 6.061 1.975 4.108 -0.738
Tl -3.5235 1.9409 -1.5974 -4.050 1.132 -3.708 0.907
C -0.4518 -1.9051 2.4820 0.097 -0.591 0.361 -0.067
O -0.3855 -0.8343 1.5672 -1.225 -0.044 -0.743 -0.314
C 0.7928 0.0214 1.6252 0.720 0.750 0.017 -0.229
C 0.6816 1.0093 0.4957 0.480 -0.658 0.152 -0.233
C 1.2038 0.4830 -0.8165 0.685 0.726 0.661 -0.225
O 0.0740 -0.1277 -1.5078 -0.982 -0.023 -0.065 -0.318
C 0.1374 -0.2135 -2.9153 0.404 0.024 -0.658 -0.067
Mg -1.3765 -0.0982 -0.0557 2.250 1.166 0.762 0.855
H -1.4551 -2.3367 2.3909 0.290 -0.014 0.185 0.097
H 0.3047 -2.6590 2.2167 -0.213 0.136 0.242 0.106
H -0.2887 -1.5425 3.5081 -0.062 -0.152 -0.303 0.108
H 1.6584 -0.6627 1.5545 -0.193 0.104 0.036 0.132
H 0.7980 0.5072 2.6122 -0.009 -0.140 -0.251 0.132
H 1.0877 1.9902 0.7553 -0.160 -0.211 -0.069 0.087
H -1.1921 2.3616 0.0066 -3.254 -3.513 -0.832 0.201
H 1.9769 -0.3060 -0.7816 -0.157 0.201 0.204 0.135
H 1.5973 1.3122 -1.4232 -0.281 -0.287 -0.071 0.127
H -0.8654 0.0110 -3.3007 0.167 -0.731 -0.138 0.091
H 0.7703 0.5644 -3.3685 0.040 -0.096 0.495 0.103
H 0.5841 -1.1858 -3.1722 -0.608 0.245 -0.387 0.109
```
Positions in Å, forces in eV/Å.